Below is C12H15Cl2N5O2PmS3 as an isolated structure at a distorted geometry, with properties calculated with ωB97M-V/def2-TZVPD.

Calculated values
- charge = +1
- HOMO energy (spin up / spin down) (eV) = -10.401 / -10.406
- lowest unoccupied orbital energy (spin up / spin down) (eV) = -3.26 / -3.16
- HOMO-LUMO gap (spin up / spin down) (eV) = 7.140 / 7.241
- energy relative to the best compared isomer or geometry (same formula, charge and spin) (kcal/mol) = 18.4
- spin multiplicity = 5
- expectation value of S² = 6.008

Each line ends with the Mulliken spin population.
Atoms and positions in Å:
Pm -0.22 0.10 -0.83  4.071
Cl 4.65 -0.52 1.82  0.000
Cl 1.89 0.16 1.10  0.002
S -2.86 -0.06 -1.16  -0.023
S -1.07 1.88 2.07  -0.001
S -1.20 -1.61 0.87  -0.027
O -0.04 -1.04 -2.75  -0.010
O -0.62 1.77 0.62  -0.004
N 3.00 -2.87 0.08  0.000
N -3.69 -4.07 1.96  -0.001
N -6.01 -1.88 -1.01  -0.001
N 1.44 -1.94 -1.34  -0.001
N 0.67 -3.14 -3.23  0.000
C -3.80 -2.19 0.24  0.003
C -2.83 1.43 2.07  0.000
C -3.74 -3.23 1.19  0.001
C -0.27 -3.24 -4.32  0.000
C 2.36 -4.09 -1.88  0.001
C 0.67 -2.01 -2.45  -0.002
C -5.02 -2.01 -0.45  0.000
C -2.72 -1.39 -0.01  -0.004
C 2.27 -2.95 -1.03  -0.001
C 1.53 -4.15 -2.95  0.000
C 3.23 0.43 2.27  -0.001
C -1.29 3.68 2.31  0.000
H 3.58 -3.64 0.36  0.000
H 2.88 0.11 3.25  0.000
H -3.27 1.77 3.01  0.000
H 1.52 -4.99 -3.62  0.000
H 3.49 1.49 2.24  0.000
H -1.77 3.85 3.26  0.000
H -2.91 0.35 2.01  0.000
H -0.30 4.12 2.31  0.000
H -1.88 4.10 1.50  0.000
H -0.36 -2.27 -4.81  0.000
H -3.34 1.88 1.22  0.000
H 0.06 -3.99 -5.04  0.000
H 3.07 -4.87 -1.67  0.000
H -1.26 -3.51 -3.94  0.000
H 2.89 -2.09 0.71  0.000

=====

Below is C13H9ClF3N2O4V as an isolated structure at a distorted geometry, with properties calculated with ωB97M-V/def2-TZVPD.

Calculated values
- charge = +3
- HOMO energy (spin up / spin down) (eV) = -19.535 / -19.755
- lowest unoccupied orbital energy (spin up / spin down) (eV) = -14.68 / -13.34
- HOMO-LUMO gap (spin up / spin down) (eV) = 4.855 / 6.411
- spin multiplicity = 2
- expectation value of S² = 0.896

Each line ends with the Mulliken spin population.
Atoms and positions in Å:
V 0.33 -0.09 0.41  1.459
Cl 4.70 -2.53 1.57  -0.046
F 1.23 -2.41 -1.40  -0.017
F 1.46 -0.41 -2.40  -0.013
F -0.56 -1.24 -1.98  -0.015
O -0.54 -1.72 1.59  -0.018
O -2.48 -2.91 1.97  0.001
O -1.48 3.37 -1.39  0.002
O 0.09 1.97 -0.46  -0.026
N 2.27 0.44 0.62  -0.038
N -1.71 0.19 0.28  -0.031
C -2.51 -0.80 0.79  0.015
C 4.80 -0.36 -0.12  -0.016
C 2.97 1.22 -0.22  -0.055
C 0.72 -1.03 -1.42  -0.149
C -3.91 -0.73 0.53  -0.002
C -3.62 1.47 -0.42  -0.001
C 2.73 -0.67 1.18  0.023
C 4.03 -1.08 0.85  -0.057
C -2.24 1.29 -0.33  0.012
C -4.44 0.42 -0.10  0.003
C -1.79 -1.82 1.55  -0.007
C -1.12 2.23 -0.77  -0.006
C 4.22 0.81 -0.65  0.000
H 2.53 2.16 -0.46  -0.006
H -4.66 -1.50 0.80  0.000
H -4.02 2.43 -0.77  0.000
H 4.72 1.50 -1.32  -0.001
H -0.69 3.96 -1.38  0.000
H -5.52 0.49 -0.19  0.000
H 2.12 -1.15 1.95  -0.011
H -3.44 -2.86 2.01  0.000
H 5.82 -0.62 -0.34  0.000

=====

Below is a 2-piece molecular cluster, C21H23F2 overall at a distorted geometry, with properties calculated with ωB97M-V/def2-TZVPD.

Calculated values
- charge = +1
- HOMO energy (eV) = -11.754
- lowest unoccupied orbital energy (eV) = -5.96
- HOMO-LUMO gap (eV) = 5.798
- energy relative to the best compared isomer or geometry (same formula, charge and spin) (kcal/mol) = 34.1
- spin multiplicity = 1

Each line ends with the natural charge from an NBO analysis.
Atoms and positions in Å:
F 3.47 -4.78 8.43  -0.319
F 1.89 -9.14 4.72  -0.318
C 1.80 -4.30 3.85  0.211
C 1.63 -8.09 3.87  0.440
C 0.00 2.05 2.24  -0.411
C 3.38 -2.61 7.50  0.043
C 3.92 -2.06 8.77  -0.656
C 0.92 -7.31 1.75  -0.212
C 1.15 -6.00 2.14  -0.093
C 1.11 -8.39 2.62  0.038
C 2.21 0.04 1.22  -0.668
C -1.18 1.17 2.54  -0.408
C 0.83 -0.31 1.74  0.105
C 2.58 -4.54 6.25  -0.193
C 1.64 -5.66 3.45  -0.184
C 0.65 -1.52 2.33  -0.489
C -0.18 0.75 1.49  -0.297
C 1.93 -6.80 4.27  -0.185
C 2.33 -3.77 5.07  -0.187
C 0.83 -9.80 2.24  -0.657
C 2.60 -2.37 5.20  -0.081
C 3.13 -3.97 7.38  0.440
C 3.12 -1.83 6.36  -0.225
H -0.55 0.87 0.46  0.244
H 4.01 -0.98 8.66  0.232
H -1.19 0.62 3.48  0.215
H 1.72 -10.44 2.30  0.261
H 1.47 -3.58 3.11  0.218
H 3.00 -0.14 1.96  0.216
H 2.40 -6.69 5.24  0.220
H 1.43 -2.26 2.13  0.166
H 3.25 -2.28 9.61  0.258
H -2.13 1.54 2.17  0.226
H 0.97 -5.18 1.45  0.232
H 0.07 -10.25 2.89  0.260
H 2.34 -5.59 6.29  0.222
H 2.24 1.11 0.97  0.232
H -0.20 2.96 1.68  0.224
H 2.38 -1.73 4.35  0.243
H 4.90 -2.48 9.02  0.261
H 0.56 -7.52 0.74  0.243
H 0.46 -9.81 1.21  0.233
H -0.28 -1.79 2.83  0.214
H 0.81 2.13 2.96  0.214
H 3.34 -0.76 6.43  0.243
H 2.45 -0.55 0.32  0.230

=====

Below is C19H18AuN4O3 as an isolated structure, with properties calculated with ωB97M-V/def2-TZVPD.

Calculated values
- charge = +1
- HOMO energy (spin up / spin down) (eV) = -11.715 / -11.715
- lowest unoccupied orbital energy (spin up / spin down) (eV) = -6.10 / -6.11
- HOMO-LUMO gap (spin up / spin down) (eV) = 5.611 / 5.609
- spin multiplicity = 1

Each line ends with the natural charge from an NBO analysis.
Atoms and positions in Å:
Au 0.79 -1.48 -1.60  1.468
O 1.76 -2.23 -0.09  -0.670
O -0.31 -0.90 -3.15  -0.686
O 2.00 2.28 3.83  -0.509
N -0.99 -1.41 -0.77  -0.240
N 2.66 2.09 1.12  -0.460
N 1.67 0.71 -0.68  -0.566
N -2.01 -1.16 -1.63  -0.347
C -4.77 0.14 -4.52  -0.214
C 1.91 3.25 1.62  -0.234
C 2.14 -2.45 2.19  -0.285
C 1.25 -2.18 1.14  0.367
C -2.53 -0.38 -3.84  -0.103
C -1.12 -1.59 0.50  0.159
C -4.31 0.46 -5.79  -0.160
C 2.13 1.35 0.17  0.544
C -2.06 -0.05 -5.11  -0.166
C -1.58 -0.83 -2.82  0.581
C 0.38 -2.19 3.82  -0.254
C -2.95 0.37 -6.08  -0.212
C 1.14 2.86 2.86  -0.086
C -0.50 -1.92 2.81  -0.132
C 2.61 1.11 3.35  -0.088
C 3.48 1.41 2.14  -0.234
C -0.10 -1.90 1.45  -0.188
C -3.89 -0.29 -3.55  -0.163
C 1.71 -2.46 3.49  -0.125
H 1.25 3.61 0.83  0.228
H 3.17 -2.67 1.93  0.242
H 2.42 -2.69 4.28  0.235
H 2.64 4.03 1.85  0.222
H -2.14 -1.44 0.87  0.253
H -1.01 -0.13 -5.34  0.232
H 4.29 2.08 2.40  0.223
H -5.83 0.21 -4.30  0.228
H -4.24 -0.55 -2.56  0.230
H 0.35 2.14 2.60  0.164
H -2.59 0.63 -7.07  0.229
H 1.85 0.36 3.09  0.167
H 3.90 0.50 1.71  0.224
H -5.00 0.79 -6.55  0.228
H 0.05 -2.20 4.85  0.240
H -1.54 -1.71 3.05  0.225
H 3.22 0.71 4.17  0.213
H 0.68 3.73 3.32  0.218